4 unconnected molecules or ions with the total composition H13N4 in a non-equilibrium geometry, computed with ωB97M-V with the def2-TZVPD basis set.

Summary:
total charge = +1
Kohn-Sham gap = 10.933 eV
HOMO = -13.9 eV
LUMO = -2.95 eV
spin multiplicity = 1

Each line ends with the Löwdin charge.
Atoms and positions in Å:
H: 3.032 1.978 -0.329  0.01
N: -0.988 -1.045 -2.246  0.05
H: -1.602 -0.444 -2.673  0.01
N: -0.053 0.324 0.225  0.18
N: -1.043 -1.670 2.409  0.05
H: 2.017 3.129 0.368  0.09
H: -1.562 -1.923 -2.124  0.09
N: 2.117 2.320 -0.328  0.03
H: -0.474 -0.046 -0.782  0.13
H: -1.566 -2.336 1.858  0.04
H: 1.819 2.637 -1.187  -0.01
H: -1.680 -1.111 2.969  0.04
H: -0.476 1.303 0.155  0.14
H: -0.321 -1.940 2.954  -0.02
H: -0.186 -1.216 -2.784  0.03
H: 0.958 0.604 0.046  0.09
H: -0.189 -0.141 1.111  0.05


2 unconnected molecules or ions with the total composition C5H8FIN2O in a non-equilibrium geometry, computed with ωB97M-V with the def2-TZVPD basis set.

Summary:
total charge = 0
Kohn-Sham gap (alpha / beta) = 7.741 / 8.029 eV
HOMO (alpha / beta) = -8.4 / -8.2 eV
LUMO (alpha / beta) = -0.70 / -0.17 eV
spin multiplicity = 1

Each line ends with the Löwdin charge.
Atoms and positions in Å:
C: 0.492 -2.956 0.646  0.02
C: -1.224 -0.045 0.914  -0.23
H: 0.725 2.331 0.491  0.04
H: -0.545 -2.919 0.256  0.09
H: 0.916 -3.662 1.358  0.08
H: -0.764 2.167 -0.540  0.09
O: 1.305 -2.016 0.182  -0.17
H: -0.166 -1.208 -0.997  0.12
H: -0.743 3.104 1.204  0.15
N: -0.480 0.901 1.182  0.01
I: 3.378 0.085 0.247  0.76
C: 1.645 -0.023 -1.067  -0.83
N: 1.377 0.726 -1.985  0.10
F: -2.122 0.000 -0.155  -0.02
H: -1.406 -0.971 1.526  0.14
C: -0.343 2.141 0.510  -0.15
C: 0.878 -1.152 -0.678  -0.28
H: 1.542 1.728 -2.065  0.08


C17H22N4O5 in the gas phase, computed with ωB97M-V with the def2-TZVPD basis set.

Summary:
total charge = 0
SMILES = C#CCOC(=O)CNC(=O)[C@H](CCCOC)NC(=O)c1cnc(C)cn1
Kohn-Sham gap = 9.901 eV
HOMO = -9.4 eV
LUMO = 0.52 eV
spin multiplicity = 1

Each line ends with the Löwdin charge.
Atoms and positions in Å:
H: -4.079 1.689 -0.514  0.15
H: 2.356 0.234 -1.746  0.12
H: 4.679 0.315 4.648  0.11
C: 2.298 -4.197 -2.264  -0.12
H: 0.153 -1.504 -0.522  0.13
H: 3.453 -1.875 -2.327  0.12
H: 0.168 0.237 1.854  0.14
H: 2.525 -0.771 -0.322  0.12
N: 1.868 2.081 5.052  0.13
O: -5.409 0.720 -2.517  0.02
C: -5.833 -0.637 -4.450  -0.09
C: 3.010 1.475 5.369  -0.32
C: 3.752 0.814 4.389  -0.07
C: -5.718 -1.714 -4.958  0.14
H: 1.961 -5.069 -1.707  0.09
C: 1.483 2.021 3.783  -0.06
C: 2.370 -1.861 -2.149  -0.25
C: 0.093 0.625 -0.203  -0.22
C: 3.457 1.533 6.797  -0.04
H: 1.874 -1.786 -3.129  0.13
C: -5.985 0.679 -3.836  -0.16
H: -5.523 1.442 -4.460  0.13
C: -1.416 0.625 0.012  -0.44
C: 2.234 1.365 2.817  -0.19
H: 0.400 1.536 -0.724  0.16
H: -3.892 -0.050 -0.554  0.14
C: -3.587 0.873 -1.049  -0.06
C: -4.080 0.877 -2.473  -0.47
O: 1.971 -3.056 -1.508  -0.19
C: 1.819 1.369 1.366  -0.45
H: 0.552 2.513 3.524  0.12
O: 2.448 1.978 0.523  0.08
C: 1.998 -0.684 -1.274  -0.17
N: 0.711 0.639 1.103  0.13
N: -2.153 1.004 -1.053  0.09
H: -1.724 1.210 -1.942  0.14
O: -1.920 0.273 1.066  0.07
H: 3.379 -4.271 -2.426  0.09
O: -3.379 1.023 -3.439  0.13
H: -0.025 -0.562 -1.996  0.12
N: 3.378 0.761 3.120  0.15
C: 0.496 -0.601 -1.033  -0.13
H: 1.800 -4.183 -3.241  0.09
H: -5.613 -2.671 -5.408  0.03
H: 4.393 0.996 6.944  0.07
H: 2.696 1.100 7.445  0.08
H: 3.595 2.571 7.103  0.08
H: -7.036 0.913 -3.690  0.13


A molecular structure, CH4KN2O in a non-equilibrium geometry, computed with ωB97M-V with the def2-TZVPD basis set.

Summary:
total charge = +1
Kohn-Sham gap = 10.077 eV
HOMO = -14.1 eV
LUMO = -3.99 eV
spin multiplicity = 1

Each line ends with the Löwdin charge.
Atoms and positions in Å:
O: 5.921 -6.069 -22.412  -0.07
H: 3.270 -6.766 -24.079  0.12
H: 4.745 -4.010 -23.282  0.12
N: 4.166 -6.977 -23.662  0.17
K: 5.881 -4.154 -20.474  0.98
N: 4.324 -4.913 -23.444  0.16
H: 3.697 -5.092 -24.215  0.13
H: 4.730 -7.805 -23.793  0.13
C: 4.863 -6.002 -23.055  -0.74


A molecular structure, C22H27N3S in a non-equilibrium geometry, computed with ωB97M-V with the def2-TZVPD basis set.

Summary:
total charge = 0
Kohn-Sham gap = 7.789 eV
HOMO = -7.4 eV
LUMO = 0.43 eV
spin multiplicity = 1

Each line ends with the Löwdin charge.
Atoms and positions in Å:
C: -0.331 2.847 1.274  -0.20
S: -3.210 2.057 1.814  0.50
N: -2.723 1.110 -0.806  0.01
H: 3.877 0.856 2.658  0.18
C: -4.011 0.627 -0.443  -0.21
C: 0.630 1.000 -0.629  -0.14
C: -0.195 2.332 -1.099  0.03
C: 0.919 -1.429 1.011  -0.29
C: -3.617 -1.710 -1.842  -0.04
C: 4.493 -0.683 -1.054  -0.04
H: 0.361 3.359 -1.026  0.16
H: -2.332 -2.634 1.062  0.11
C: 1.590 -0.183 1.402  -0.02
C: 5.305 0.807 0.902  -0.09
H: 1.845 2.965 0.983  0.14
H: 2.480 -1.171 -0.830  0.07
H: 4.784 -0.942 -2.023  0.08
H: 1.305 2.079 2.393  0.15
H: 5.944 1.249 1.628  0.08
C: 3.284 -0.590 -0.704  -0.12
H: -5.228 -0.753 -3.724  0.12
H: -2.376 -1.354 -1.417  0.15
H: -4.045 -0.115 0.363  0.09
C: -5.142 -0.075 -2.737  -0.06
C: -1.224 -2.783 1.019  -0.07
H: 1.673 1.264 -1.051  0.14
C: 0.894 -3.980 0.627  0.02
H: -3.444 -1.942 -2.881  0.05
H: -4.877 1.271 -0.677  0.11
H: 0.111 0.077 -1.118  0.16
H: 2.639 -2.456 1.066  0.15
C: 1.470 -2.651 0.985  -0.04
H: -5.838 0.804 -2.943  0.09
H: -2.418 1.182 -1.733  0.12
H: -1.087 -0.641 1.133  0.12
C: 1.069 2.178 1.303  -0.34
C: 3.959 0.522 1.445  -0.06
C: -0.446 -1.588 1.249  -0.02
N: 0.775 1.173 0.697  -0.17
H: -1.134 2.991 2.133  0.04
H: 1.378 -4.915 0.759  0.08
H: 1.744 0.061 2.423  0.12
C: -0.481 -3.928 1.036  -0.11
H: -0.979 -4.774 0.895  0.05
C: -4.416 -0.355 -1.840  -0.36
C: 5.591 0.223 -0.329  -0.02
H: 6.634 0.106 -0.666  0.09
N: -1.152 2.610 0.123  -0.13
H: -0.257 4.234 1.183  0.18
C: 3.041 -0.050 0.610  -0.18
C: -2.201 1.830 0.248  -0.64
H: -0.708 2.170 -1.778  -0.04
H: -3.923 -2.283 -1.074  0.01


CHF2NO3 in the gas phase in a non-equilibrium geometry, computed with ωB97M-V with the def2-TZVPD basis set.

Summary:
total charge = 0
SMILES = O=[N+]([O-])C(O)(F)F
Kohn-Sham gap = 11.922 eV
HOMO = -12.0 eV
LUMO = -0.10 eV
spin multiplicity = 1

Each line ends with the Löwdin charge.
Atoms and positions in Å:
F: -0.292 1.186 1.012  0.15
O: -1.219 -0.060 -0.594  0.18
O: 1.548 1.003 -0.769  0.14
H: -2.111 -0.021 -0.216  0.15
N: 1.097 -0.044 -0.416  -0.32
O: 1.535 -1.144 -0.565  0.14
F: -0.294 -0.952 1.234  0.15
C: -0.264 0.033 0.315  -0.60


Relative energy (zero: lowest compared OMol25 entry of this formula, charge and spin) list, top to bottom, in kcal/mol: 12.2, 63.6, 51.5, 0.0, 432.4, 9.1